--- w ---
This record from the OMol25 dataset describes a gas-phase ion, C5H10N (charge +1). The level of theory is ωB97M-V with the def2-TZVPD basis set.

Results
- Frontier orbital gap (alpha / beta): 7.0 / 9.5 eV
- E_LUMO (alpha / beta): -0.120 / -0.258 Ha
- HOMO (alpha / beta): -10.28 / -16.49 eV

The geometry in ORCA input format:
```
! RIJCOSX wB97M-V def2-TZVPD def2/J DEFGRID3
* xyz 1 3
C -1.55361 -0.91334 -0.01659
C -0.37359 -1.26559 0.48514
C -1.59564 0.60074 -0.39874
C -0.17668 1.07045 0.58784
C 1.52956 -0.26301 -0.57571
N 0.61688 -0.21101 0.61705
H -2.31523 -1.58842 -0.35340
H 0.16140 -2.13873 0.89290
H -1.43026 0.65582 -1.58308
H -2.56916 1.08566 -0.21542
H 0.49648 1.75147 -0.01919
H -0.47110 1.44276 1.58951
H 1.01581 -0.03367 -1.56003
H 2.18196 0.58113 -0.26215
H 2.15001 -1.23827 -0.59985
H 1.25978 -0.38226 1.43101
*
```

---

--- x ---
This record from the OMol25 dataset describes 2 unconnected molecules or ions with the total composition C5H10N. The level of theory is ωB97M-V with the def2-TZVPD basis set.

Results
- Frontier orbital gap (alpha / beta): 8.1 / 9.5 eV
- E_LUMO (alpha / beta): -0.128 / -0.246 Ha
- HOMO (alpha / beta): -11.58 / -16.23 eV

The geometry in ORCA input format:
```
! RIJCOSX wB97M-V def2-TZVPD def2/J DEFGRID3
* xyz 1 3
C -0.35446 0.81773 0.37662
C -0.76978 2.08571 0.43702
C 0.35343 -0.29810 0.72658
C 2.68176 0.10335 -0.17524
C -1.94404 -1.06154 -0.39444
N -0.67118 -0.32448 -0.50334
H -1.64031 2.39341 0.00471
H -0.25887 2.75107 1.15788
H 0.31717 -1.09563 1.54277
H 3.01903 0.59577 0.80142
H 2.29750 0.79620 -1.00412
H 2.73646 -0.93113 -0.37638
H -2.29508 -1.11354 0.61756
H -2.86418 -0.59650 -1.00856
H -1.85774 -2.10965 -0.81052
H -0.36834 -0.31891 -1.48319
*
```

---

Most stable = w

---

--- w ---
This record from the OMol25 dataset describes 2 unconnected molecules or ions with the total composition C11H15NO. The level of theory is ωB97M-V with the def2-TZVPD basis set.

Results
- SMILES string: Cc1c[nH]c2ccccc12.CCO
- Frontier orbital gap: 8.9 eV
- E_LUMO: 0.032 Ha
- HOMO: -7.99 eV

The geometry in ORCA input format:
```
! RIJCOSX wB97M-V def2-TZVPD def2/J DEFGRID3
* xyz 0 1
C -2.03538 -1.51732 0.31938
C -2.12643 0.78920 -0.84191
C -1.66318 -0.10205 0.06740
C -0.57067 1.87867 0.35024
C -0.67852 0.58369 0.87569
C 0.51601 2.68451 0.69594
C 0.14352 0.15050 1.92244
C 1.36005 2.23655 1.68265
C 1.10356 1.02829 2.36427
N -1.46821 2.00752 -0.66826
H -2.50816 0.58796 -1.83145
H -1.61447 2.81259 -1.24942
H -1.77926 -1.94970 1.28306
H -1.69436 -2.22608 -0.43047
H 0.71212 3.60176 0.15194
H -0.02237 -0.84840 2.30495
H 2.06743 2.91761 2.14136
H 1.58410 0.85804 3.31294
H -3.11815 -1.68242 0.25798
C 0.81408 -1.99523 -1.69268
C 1.46894 -0.70201 -1.27539
O 1.47973 -3.14175 -1.17594
H -0.17525 -2.02129 -1.24491
H 0.71995 -2.07942 -2.77809
H 1.82565 -0.65390 -0.24566
H 2.39204 -2.92576 -0.97321
H 0.93695 0.24067 -1.38344
H 2.33030 -0.53223 -1.93942
*
```

---

--- x ---
This record from the OMol25 dataset describes C11H15NO in the gas phase. The level of theory is ωB97M-V with the def2-TZVPD basis set.

Results
- SMILES string: C=C/C(=C/C)CCCc1cnco1
- Frontier orbital gap: 9.1 eV
- E_LUMO: 0.033 Ha
- HOMO: -8.25 eV

The geometry in ORCA input format:
```
! RIJCOSX wB97M-V def2-TZVPD def2/J DEFGRID3
* xyz 0 1
C 2.06385 -0.43502 -2.00619
C -0.02467 -0.24550 -2.21197
C 0.38387 0.85780 -1.50703
C -0.23771 2.17042 -1.06846
C -1.20734 1.86725 -0.00731
C -0.59695 0.97428 1.08797
C 0.25019 -1.16630 1.75885
C -1.36640 -1.28924 -0.00752
C -0.59712 -0.52532 0.97553
C 1.17431 -0.52870 2.69852
C -1.08125 -2.44190 -0.52504
N 1.01628 -1.06014 -2.34739
O 1.76068 0.72072 -1.43359
H 2.98444 -0.97683 -1.92951
H 0.65249 2.86929 -0.63985
H -0.68449 2.81175 -1.89587
H -1.46824 2.70866 0.50632
H -2.09146 1.40849 -0.35218
H 0.44891 1.25086 1.21424
H -1.05686 1.22091 2.03777
H 0.28288 -2.20252 1.85852
H -2.17982 -0.67151 -0.38975
H 0.74271 0.20982 3.34096
H 1.78853 0.11431 1.96514
H 1.77167 -1.27121 3.18213
H -0.89783 -0.45024 -2.71959
H -1.66224 -2.94389 -1.32642
H -0.16845 -2.97622 -0.25827
*
```

---

Most stable = w

---

--- w ---
This record from the OMol25 dataset describes 4 unconnected molecules or ions with the total composition C6H11NO2. The level of theory is ωB97M-V with the def2-TZVPD basis set.

Results
- Frontier orbital gap: 9.6 eV
- E_LUMO: 0.018 Ha
- HOMO: -9.10 eV

The geometry in ORCA input format:
```
! RIJCOSX wB97M-V def2-TZVPD def2/J DEFGRID3
* xyz 0 1
C -1.62578 1.47704 -1.05598
C -2.32745 0.45586 -0.53201
C -3.08854 -0.46141 -0.03902
O -0.34991 -0.11693 1.13213
H -0.69864 0.26524 1.95248
H 0.08681 1.92209 -0.83812
H -1.60034 1.45890 -2.14066
H -1.85460 2.43654 -0.59865
H -2.70726 -1.27209 0.56475
H -4.15619 -0.53415 -0.20141
C 2.39659 -1.60459 0.54174
C 1.60414 -0.50141 -0.09387
C 0.91118 0.49805 0.84757
N 1.32265 -0.39542 -1.32033
O 1.50217 0.93503 1.83949
H 1.90697 -0.97217 -1.92725
H 0.86239 2.07109 -0.26943
H 3.14035 -1.18293 1.21814
H 1.76409 -2.27179 1.12871
H 2.91138 -2.20695 -0.20831
*
```

---

--- x ---
This record from the OMol25 dataset describes C6H11NO2 in the gas phase. The level of theory is ωB97M-V with the def2-TZVPD basis set.

Results
- SMILES string: C/C=C(/O)[C@@H](N)C(C)=O
- Frontier orbital gap: 8.9 eV
- E_LUMO: 0.030 Ha
- HOMO: -8.08 eV

The geometry in ORCA input format:
```
! RIJCOSX wB97M-V def2-TZVPD def2/J DEFGRID3
* xyz 0 1
C -0.04346 1.13272 -0.49452
C 2.13898 -0.33674 -0.40035
C -0.64921 -1.30781 1.40228
C -1.30689 0.37165 -0.40826
C 0.79785 -0.21867 -1.06690
N 0.45140 1.62294 0.77087
C -1.44891 -0.80752 0.24280
O -2.17248 0.76363 -1.38992
O 0.52330 -0.74321 -2.11431
H -2.82915 0.07359 -1.54596
H -0.10622 1.85540 -1.31856
H -0.28519 2.08475 1.29264
H 1.22910 2.25713 0.63490
H -2.36266 -1.35874 0.04480
H 2.06670 -0.13762 0.66394
H 2.56862 -1.31638 -0.59805
H 2.80002 0.41948 -0.82373
H -1.30656 -1.54053 2.24151
H -0.14529 -2.23920 1.13549
H 0.08006 -0.57487 1.73133
*
```

---

Most stable = x

---

--- w ---
This record from the OMol25 dataset describes C6H11NO2 in the gas phase. The level of theory is ωB97M-V with the def2-TZVPD basis set.

Results
- Frontier orbital gap: 8.2 eV
- E_LUMO: -0.012 Ha
- HOMO: -8.53 eV

The geometry in ORCA input format:
```
! RIJCOSX wB97M-V def2-TZVPD def2/J DEFGRID3
* xyz 0 1
C 0.15889 -0.13043 -1.15865
C -0.04434 0.43071 2.58105
C 1.20684 -1.14038 -1.61364
C 0.20721 1.14353 -1.98977
C -1.68350 -0.61057 0.83645
C -0.44088 0.01986 1.19759
O -2.48306 -0.72944 1.91720
N 0.44643 0.22377 0.24403
O 1.56276 0.73416 0.46697
H -3.29779 -1.17863 1.65535
H -0.83687 -0.56836 -1.16307
H -0.94496 0.49618 3.23331
H 0.43262 1.39492 2.54384
H 0.66423 -0.27885 3.00254
H 2.20684 -0.73105 -1.47064
H -0.58988 1.82499 -1.69809
H 1.16777 1.63501 -1.84100
H 1.11493 -2.06527 -1.03662
H 1.05473 -1.37107 -2.66355
H 0.09804 0.90092 -3.04330
*
```

---

--- x ---
This record from the OMol25 dataset describes C6H11NO2 in the gas phase. The level of theory is ωB97M-V with the def2-TZVPD basis set.

Results
- SMILES string: CC(=O)[C@@H](C)/C(N)=C/O
- Frontier orbital gap: 8.6 eV
- E_LUMO: 0.024 Ha
- HOMO: -7.96 eV

The geometry in ORCA input format:
```
! RIJCOSX wB97M-V def2-TZVPD def2/J DEFGRID3
* xyz 0 1
C -0.54750 -0.61570 0.40639
C -1.43075 1.77688 -0.01336
C -0.80191 -2.05492 -0.02523
C -1.21464 0.40697 -0.60929
C 0.88164 -0.19297 0.25877
N 1.56479 0.22284 1.40094
C 1.28300 0.15347 -0.99130
O 2.57786 0.55671 -1.23734
O -1.78107 0.02311 -1.60852
H 2.81118 1.31612 -0.69091
H -0.88745 -0.42982 1.42855
H 1.22505 -0.18859 2.25794
H 2.57213 0.23892 1.30350
H 0.85789 -0.30179 -1.87262
H -0.55874 2.09334 0.55338
H -1.66628 2.48923 -0.80083
H -2.28322 1.73443 0.66414
H -1.87017 -2.26143 0.00373
H -0.26610 -2.75121 0.61807
H -0.46572 -2.21556 -1.04598
*
```

---

--- y ---
This record from the OMol25 dataset describes a molecular structure, C6H11NO2. The level of theory is ωB97M-V with the def2-TZVPD basis set.

Results
- Frontier orbital gap: 7.2 eV
- E_LUMO: 0.005 Ha
- HOMO: -7.04 eV

The geometry in ORCA input format:
```
! RIJCOSX wB97M-V def2-TZVPD def2/J DEFGRID3
* xyz 0 1
C -1.82002 0.00668 0.92312
C 0.66187 1.27409 0.24517
C -1.00174 0.00711 -0.33222
C -1.40054 0.27223 -1.58483
O 1.07484 1.97203 -0.84085
O 0.68209 1.74439 1.35830
H 1.35907 2.85342 -0.54089
H -1.24541 0.35309 1.78089
H -2.65813 0.69386 0.78854
H -2.21757 -0.98811 1.13527
H -0.72645 0.22748 -2.42953
H -2.39370 0.66515 -1.75971
C 1.44284 -1.24014 1.11455
C 1.06270 -0.87083 -0.27967
N 1.62683 -0.99070 -1.37426
H 1.14348 -0.98993 -2.26212
H -0.25861 -0.98883 -0.29435
H 1.40088 -2.32701 1.21591
H 2.46684 -0.90653 1.28647
H 0.80070 -0.76745 1.85022
*
```

---

Most stable = x

---

--- w ---
This record from the OMol25 dataset describes C6H11NO2 in the gas phase. The level of theory is ωB97M-V with the def2-TZVPD basis set.

Results
- SMILES string: C=C(C)O[C@@H](C)/C=[NH+]/[O-]
- Frontier orbital gap: 9.2 eV
- E_LUMO: 0.028 Ha
- HOMO: -8.39 eV

The geometry in ORCA input format:
```
! RIJCOSX wB97M-V def2-TZVPD def2/J DEFGRID3
* xyz 0 1
C 2.03060 0.16695 -0.76445
C 0.73320 0.86331 -0.35929
C -0.82502 -0.77333 0.17800
C 1.00306 2.38608 0.05508
C -0.87413 -2.21769 0.55462
C -1.80174 -0.36054 -0.49967
N 2.42581 -0.92092 -0.18987
O 3.51496 -1.48085 -0.31894
O 0.23074 0.14729 0.72359
H 2.49813 0.61131 -1.64468
H 0.00279 0.95224 -1.20327
H 2.06235 2.59942 0.50634
H 0.25518 2.50526 0.84030
H 0.72556 3.08063 -0.71245
H -1.12240 -2.74108 -0.26306
H -1.51172 -2.29496 1.42411
H 0.09968 -2.47873 0.88896
H 1.73849 -1.56250 0.51269
H -2.12466 0.66528 -0.78885
H -2.58732 -1.10005 -0.83048
*
```

---

--- x ---
This record from the OMol25 dataset describes 2 unconnected molecules or ions with the total composition C6H11NO2. The level of theory is ωB97M-V with the def2-TZVPD basis set.

Results
- Frontier orbital gap: 9.4 eV
- E_LUMO: 0.029 Ha
- HOMO: -8.59 eV

The geometry in ORCA input format:
```
! RIJCOSX wB97M-V def2-TZVPD def2/J DEFGRID3
* xyz 0 1
C 0.80813 -0.12317 0.55528
C 2.60056 0.64842 -0.66811
C 3.01567 -0.61345 0.06715
C -2.61206 -0.61565 0.88626
C -1.82726 0.13169 -1.44007
C -2.04679 0.47651 -0.02055
N 1.30977 0.92829 0.01718
O 1.74087 -1.09431 0.48672
O -1.73259 1.54048 0.48625
H 3.29053 1.51043 -0.57125
H 2.28961 0.66923 -1.69776
H 3.48710 -1.41320 -0.57660
H 3.66010 -0.23505 0.91414
H -2.31987 -0.47173 1.85544
H -2.32816 -1.62769 0.52396
H -3.72000 -0.62244 1.07425
H -2.82254 0.27126 -1.97638
H -1.48004 -0.90790 -1.67713
H -1.05892 0.84868 -1.88089
H 0.87873 1.87330 -0.00924
*
```

---

Most stable = x

---

--- w ---
This record from the OMol25 dataset describes 2 unconnected molecules or ions with the total composition C2H6O2. The level of theory is ωB97M-V with the def2-TZVPD basis set.

Results
- SMILES string: C=CO.O
- Frontier orbital gap: 9.6 eV
- E_LUMO: 0.029 Ha
- HOMO: -8.79 eV

The geometry in ORCA input format:
```
! RIJCOSX wB97M-V def2-TZVPD def2/J DEFGRID3
* xyz 0 1
C 1.89300 -0.25259 -0.13909
C 0.59977 0.01639 0.13124
O -0.06441 1.18270 0.35785
O -2.19512 -0.40338 -0.21039
H -2.47056 -1.05448 -0.83547
H 2.07724 -1.32317 -0.12930
H 2.77859 0.33056 0.20309
H -0.16208 -0.65081 -0.09942
H 0.41303 1.97630 0.56106
H -2.86947 0.17849 0.16041
*
```

---

--- x ---
This record from the OMol25 dataset describes C2H6O2 in the gas phase. The level of theory is ωB97M-V with the def2-TZVPD basis set.

Results
- SMILES string: OCCO
- Frontier orbital gap: 11.1 eV
- E_LUMO: 0.032 Ha
- HOMO: -10.28 eV

The geometry in ORCA input format:
```
! RIJCOSX wB97M-V def2-TZVPD def2/J DEFGRID3
* xyz 0 1
C 0.87255 0.14835 0.01505
C -0.16916 -0.47947 -0.74143
H 0.47938 -0.94040 1.58703
H 0.84042 1.23176 -0.36656
H 1.91760 -0.24312 -0.36315
H -0.45674 -1.41722 -0.19192
H 0.16318 -0.58674 -1.73373
H -1.40958 0.91320 0.17410
O 0.65897 0.04501 1.37037
O -1.37830 0.33365 -0.71380
*
```

---

Most stable = x

---

--- w ---
This record from the OMol25 dataset describes a molecular structure, CH3I2P. The level of theory is ωB97M-V with the def2-TZVPD basis set.

Results
- Frontier orbital gap: 8.9 eV
- E_LUMO: -0.008 Ha
- HOMO: -9.14 eV

The geometry in ORCA input format:
```
! RIJCOSX wB97M-V def2-TZVPD def2/J DEFGRID3
* xyz 0 1
C 0.21012 -0.05353 1.22996
P -0.63560 1.33986 0.95708
I -0.14366 -1.45325 -2.73497
I -0.50679 -1.56782 2.53898
H 1.18858 -0.14122 0.87585
H -0.48709 0.08203 -2.99228
H 0.37444 1.79392 0.12537
*
```

---

--- x ---
This record from the OMol25 dataset describes 2 unconnected molecules or ions with the total composition CH3I2P. The level of theory is ωB97M-V with the def2-TZVPD basis set.

Results
- Frontier orbital gap (alpha / beta): 7.3 / 7.7 eV
- E_LUMO (alpha / beta): -0.057 / -0.019 Ha
- HOMO (alpha / beta): -8.88 / -8.22 eV

The geometry in ORCA input format:
```
! RIJCOSX wB97M-V def2-TZVPD def2/J DEFGRID3
* xyz 0 1
C -0.02109 -0.39615 1.51356
P 0.32240 -0.38181 -1.79393
I -1.89551 0.35328 -2.40419
I 1.68208 1.60062 -2.06094
H -0.08535 0.66967 1.50716
H 0.91464 -0.86614 1.73404
H -0.91717 -0.97947 1.50430
*
```

---

Most stable = w